Density functional theory data (the ωB97M-V functional and the def2-TZVPD basis) for a molecular structure, C19H35AlN2O.

ORCA input file:
```
! RIJCOSX wB97M-V def2-TZVPD def2/J DEFGRID3
* xyz 2 1
C -2.656 1.101 -1.082
H -3.261 0.870 -0.167
H -2.734 2.160 -1.377
H -1.830 -0.865 0.628
C -3.073 0.082 -2.168
H -2.333 0.068 -2.983
H -3.025 -0.946 -1.745
C -4.445 0.398 -2.755
H -4.603 -0.193 -3.662
H -5.217 0.185 -2.013
H -4.481 1.461 -3.004
C 2.099 1.151 -0.300
C 1.541 1.053 -1.587
C 0.332 1.804 -1.618
C 0.159 2.389 -0.293
C 1.266 1.956 0.500
C 1.664 2.458 1.832
C -0.658 3.587 0.029
C -0.276 2.292 -2.880
C 2.226 0.418 -2.732
C 3.444 0.662 0.078
Al -1.178 0.255 -0.249
H -0.879 3.647 1.102
H -0.105 4.511 -0.216
H -1.605 3.621 -0.518
H 0.858 3.011 2.327
H 1.962 1.634 2.499
H 2.536 3.136 1.774
H 3.718 -0.267 -0.440
H 4.202 1.416 -0.192
H 3.539 0.480 1.157
H 1.589 0.378 -3.623
H 3.132 0.994 -2.986
H 2.544 -0.615 -2.515
H -1.296 2.667 -2.754
H 0.309 3.126 -3.307
H -0.281 1.503 -3.643
C 1.624 -2.929 -0.407
N 1.003 -2.843 0.898
C 1.048 -3.986 1.780
C 0.764 -3.531 3.184
C -0.485 -2.687 3.232
N -0.337 -1.555 2.322
C -1.170 -0.372 2.656
C 0.369 -1.705 1.178
O 0.330 -0.841 0.198
H 0.886 -2.960 -1.226
H 2.226 -3.843 -0.432
H 2.257 -2.043 -0.558
H 0.278 -4.720 1.481
H 2.049 -4.400 1.634
H 1.606 -2.965 3.596
H 0.621 -4.418 3.802
H -0.651 -2.276 4.233
H -1.368 -3.298 2.973
H -2.163 -0.364 2.155
H -1.424 -0.431 3.722
H -0.648 0.579 2.464
*
```

**Kohn-Sham gap (alpha / beta)**: 5.4 / 5.5 eV
**HOMO (alpha / beta)**: -0.551 / -0.552 Eh
**LUMO level (alpha / beta)**: -0.3524 / -0.3493 hartree
**Total energy**: -1171.51437 Eh
**Relative energy (zero: lowest compared OMol25 entry of this formula, charge and spin)**: 0.0 kcal per mole

Density functional theory data (the ωB97M-V functional and the def2-TZVPD basis) for a molecular structure, C19H35AlN4O.

ORCA input file:
```
! RIJCOSX wB97M-V def2-TZVPD def2/J DEFGRID3
* xyz 2 1
Al -1.566 3.952 -3.485
C 1.211 0.525 0.908
C 0.043 -0.258 0.149
C -1.081 -0.663 1.119
O -0.425 0.550 -0.905
H 1.584 -0.154 1.674
H 0.883 1.411 1.452
H 2.141 0.811 0.416
H 0.345 -1.267 -0.132
H -1.657 0.193 1.471
H -0.622 -1.185 1.959
H -1.796 -1.363 0.685
C -5.282 -4.999 -1.205
C -3.985 -5.629 -0.521
C -3.712 -6.948 -1.194
C -3.392 -6.985 -2.674
N -3.168 -7.049 -3.792
H -5.185 -3.918 -1.098
H -6.234 -5.373 -0.828
H -5.262 -5.259 -2.263
H -4.167 -5.782 0.543
H -3.058 -5.060 -0.596
H -4.560 -7.615 -1.043
H -2.904 -7.518 -0.734
C -4.442 2.447 3.932
C -5.487 2.322 2.796
C -5.565 3.443 1.838
C -4.274 3.788 1.331
N -3.201 4.077 1.013
H -4.462 3.454 4.347
H -3.461 2.207 3.521
H -4.701 1.730 4.711
H -6.519 2.339 3.147
H -5.376 1.380 2.258
H -6.138 4.311 2.166
H -6.071 3.120 0.929
C 3.609 5.341 2.034
C 4.078 5.215 0.633
C 3.693 6.452 -0.176
C 2.253 6.486 -0.417
N 1.129 6.600 -0.585
H 4.152 6.163 2.500
H 3.845 4.438 2.598
H 2.538 5.532 2.098
H 3.637 4.381 0.087
H 5.152 5.038 0.580
H 4.199 6.289 -1.128
H 3.973 7.376 0.329
C 5.610 -1.539 -1.898
C 5.620 -3.088 -1.775
C 6.226 -3.690 -3.035
C 5.461 -3.910 -4.250
N 4.847 -4.011 -5.216
H 5.272 -1.217 -0.913
H 5.108 -1.123 -2.772
H 6.641 -1.193 -1.982
H 4.613 -3.487 -1.656
H 6.310 -3.365 -0.978
H 6.512 -4.692 -2.718
H 7.069 -3.035 -3.253
*
```

**Kohn-Sham gap**: 1.8 eV
**HOMO**: -0.539 Eh
**LUMO level**: -0.4743 hartree
**Total energy**: -1280.71256 Eh
**Relative energy (zero: lowest compared OMol25 entry of this formula, charge and spin)**: 1.9 kcal per mole

Density functional theory data (the ωB97M-V functional and the def2-TZVPD basis) for 2 unconnected molecules or ions with the total composition C19H35BF2N2O9PS.

ORCA input file:
```
! RIJCOSX wB97M-V def2-TZVPD def2/J DEFGRID3
* xyz -1 1
C 4.945 -0.901 4.098
C 3.800 -0.297 3.807
C 2.480 0.649 3.638
B 1.591 0.072 2.358
N 1.945 -1.436 2.413
O 1.915 0.766 1.067
C 0.853 1.600 0.479
C 1.243 3.051 1.114
C 2.457 3.801 0.360
C 3.927 3.168 0.661
C 4.589 2.385 -0.583
O 4.344 2.971 -1.888
N 1.063 1.690 -0.991
C 1.398 0.426 -1.662
O 2.509 -0.159 -1.691
F 0.336 -0.197 -2.452
C 0.110 2.522 -1.716
O -0.799 3.256 -1.259
F 0.274 2.551 -3.169
C -0.421 0.847 1.134
C -1.678 1.695 1.706
C -2.921 1.879 0.688
C -4.250 1.033 1.049
C -4.650 0.114 -0.256
C -5.262 -1.343 0.173
O -4.690 -2.322 -0.741
C -4.109 -3.461 -0.048
P -1.216 -0.668 0.331
O -2.248 -1.416 1.532
O -0.096 -1.903 -0.070
O 0.113 0.275 2.393
H 6.084 -1.069 4.226
H 1.847 0.572 4.594
H 2.892 1.716 3.433
H 1.052 -1.946 2.284
H 2.556 -1.667 1.594
H 1.495 3.022 2.231
H 0.319 3.760 1.015
H 2.266 3.984 -0.776
H 2.494 4.876 0.816
H 4.634 4.038 0.946
H 3.848 2.474 1.577
H 5.744 2.433 -0.422
H 4.311 1.272 -0.491
H 3.508 2.604 -2.288
H -1.363 2.756 2.072
H -2.104 1.173 2.656
H -2.678 1.688 -0.420
H -3.227 3.004 0.749
H -4.157 0.391 2.000
H -5.154 1.747 1.235
H -3.748 -0.115 -0.931
H -5.416 0.680 -0.930
H -5.013 -1.513 1.280
H -6.392 -1.291 -0.060
H -2.959 -3.425 -0.198
H -4.426 -3.576 1.049
H -4.456 -4.429 -0.602
H -2.126 -0.977 2.409
H 0.846 -1.647 0.083
C 0.109 -2.981 -3.421
S -0.728 -3.976 -4.675
O -1.814 -4.742 -3.989
C 0.646 -5.115 -4.955
H -0.583 -2.217 -3.067
H 0.410 -3.613 -2.584
H 0.984 -2.499 -3.863
H 0.913 -5.614 -4.021
H 1.503 -4.564 -5.345
H 0.332 -5.861 -5.687
*
```

**Kohn-Sham gap**: 7.2 eV
**HOMO**: -0.191 Eh
**LUMO level**: 0.0722 hartree
**Total energy**: -2495.62173 Eh

Density functional theory data (the ωB97M-V functional and the def2-TZVPD basis) for a molecular structure, C19H35IN4OS4Si2Sr.

ORCA input file:
```
! RIJCOSX wB97M-V def2-TZVPD def2/J DEFGRID3
* xyz -2 1
Sr -2.036 -0.139 -1.139
N -3.692 -2.326 -1.702
C -3.285 -3.687 -1.361
C -2.162 -4.142 -2.293
N -1.096 -3.165 -2.350
C 0.212 -3.465 -1.821
C 0.478 -2.762 -0.492
N 0.401 -1.319 -0.714
H -3.880 -1.827 -0.835
H -4.557 -2.266 -2.226
H -4.121 -4.397 -1.375
H -2.905 -3.656 -0.338
H -2.568 -4.317 -3.297
H -1.768 -5.102 -1.936
H -1.088 -2.589 -3.180
H 0.969 -3.121 -2.536
H 0.354 -4.548 -1.701
H 1.454 -3.082 -0.099
H -0.289 -3.045 0.235
H 0.941 -1.059 -1.535
H 0.763 -0.758 0.056
C 4.465 0.092 0.553
Si 3.157 1.045 1.531
C 2.619 -0.108 2.942
C 4.161 2.425 2.368
C 1.772 1.521 0.468
C 0.510 1.789 1.085
C 0.414 2.190 2.450
C -0.791 2.433 3.056
C -1.973 2.294 2.337
C -1.831 1.883 1.029
N -0.675 1.641 0.402
Si 2.164 2.069 -1.228
C 0.776 2.989 -2.096
C 3.565 3.354 -1.171
C 2.860 0.757 -2.415
H 5.264 -0.238 1.225
H 4.917 0.699 -0.234
H 4.030 -0.792 0.079
H 3.230 -1.015 2.948
H 1.574 -0.405 2.833
H 2.724 0.366 3.922
H 4.947 2.009 3.007
H 3.525 3.061 2.989
H 4.632 3.066 1.618
H 1.328 2.334 3.012
H -0.815 2.738 4.098
H -2.953 2.419 2.772
H -2.749 1.679 0.455
H 0.645 3.975 -1.639
H -0.176 2.466 -2.036
H 1.017 3.125 -3.154
H 3.279 4.204 -0.545
H 3.788 3.726 -2.177
H 4.487 2.932 -0.761
H 2.689 -0.263 -2.070
H 3.942 0.875 -2.524
H 2.401 0.847 -3.403
O -7.803 -0.555 3.520
C -6.874 -0.517 2.736
S -6.873 0.362 1.222
C -5.207 0.015 0.667
C -4.471 -0.748 1.510
S -2.850 -1.386 1.487
S -5.309 -1.253 3.005
S -4.923 0.755 -0.886
I -0.732 -0.082 -4.345
*
```

**Kohn-Sham gap**: 5.9 eV
**HOMO**: -0.058 Eh
**LUMO level**: 0.1574 hartree
**Total energy**: -3539.70777 Eh
**Relative energy (zero: lowest compared OMol25 entry of this formula, charge and spin)**: 19.8 kcal per mole